1.
Formula: C35H42F15GeO4RuS3Si2
Source: the Open Molecules 2025 dataset
Level of theory: ωB97M-V/def2-TZVPD

Each line ends with the Mulliken charge.
Atoms and positions in Å:
Ru1 0.29 -1.56 -1.31  1.168
C1 -3.71 -3.38 -1.89  -1.229
S1 -2.55 -2.19 -2.51  0.933
C2 -2.51 -2.64 -4.23  -1.274
O1 -1.19 -2.76 -2.01  -0.945
H1 -3.36 -4.38 -2.13  0.404
H2 -4.68 -3.19 -2.35  0.472
H3 -3.78 -3.24 -0.82  0.272
H4 -3.46 -2.37 -4.68  0.488
H5 -2.31 -3.71 -4.30  0.494
H6 -1.71 -2.06 -4.68  0.229
C3 -0.18 1.87 4.21  -1.878
C4 0.48 1.86 2.84  1.981
C5 1.37 3.08 2.65  -1.983
C6 -0.54 1.75 1.73  -1.157
O2 1.38 0.73 2.76  0.165
Si1 1.18 -0.86 2.59  -2.257
S2 1.41 -1.58 0.50  0.476
O3 2.46 -1.65 3.13  0.058
C7 3.31 -1.42 4.29  1.550
C8 4.04 -2.73 4.52  -1.694
C9 4.29 -0.31 3.96  -1.497
C10 2.44 -1.06 5.48  -1.165
O4 -0.25 -1.33 3.17  0.809
C11 -0.93 -2.60 3.29  1.939
C12 -1.71 -2.53 4.60  -1.852
C13 0.06 -3.75 3.32  -1.443
C14 -1.88 -2.73 2.11  -1.556
H7 -0.84 2.74 4.30  0.477
H8 0.57 1.94 4.99  0.425
H9 -0.77 0.97 4.36  0.199
H10 0.78 4.00 2.68  0.412
H11 1.89 3.01 1.70  0.279
H12 2.12 3.12 3.44  0.532
H13 -1.18 2.63 1.72  0.808
H14 -1.17 0.86 1.87  0.156
H15 -0.03 1.68 0.77  -0.161
H16 4.60 -3.01 3.63  0.337
H17 3.33 -3.53 4.75  0.348
H18 4.73 -2.64 5.36  0.422
H19 4.89 -0.58 3.09  0.339
H20 4.96 -0.14 4.80  0.505
H21 3.76 0.62 3.74  0.074
H22 1.70 -1.84 5.68  0.214
H23 1.91 -0.12 5.31  0.047
H24 3.05 -0.94 6.38  0.570
H25 -1.03 -2.40 5.44  0.380
H26 -2.29 -3.44 4.75  0.435
H27 -2.39 -1.68 4.58  0.345
H28 0.76 -3.64 4.15  0.258
H29 0.63 -3.80 2.39  0.188
H30 -0.47 -4.69 3.44  0.574
H31 -2.56 -1.88 2.08  0.347
H32 -2.46 -3.65 2.19  0.516
H33 -1.32 -2.76 1.17  0.054
F1 2.13 2.78 -3.19  -0.374
C15 1.75 3.51 -2.13  0.445
C16 0.48 3.33 -1.60  0.184
C17 0.12 4.16 -0.55  0.433
F2 -1.09 4.07 0.02  -0.455
C18 0.98 5.11 -0.03  0.116
F3 0.61 5.87 0.99  -0.371
C19 2.25 5.24 -0.58  0.741
F4 3.09 6.14 -0.09  -0.307
C20 2.64 4.44 -1.64  0.210
F5 3.84 4.59 -2.17  -0.300
Ge1 -0.67 1.98 -2.41  0.147
S3 0.59 0.14 -2.69  -0.484
C21 -2.39 1.89 -1.48  1.017
C22 -2.88 0.89 -0.66  -1.781
F6 -2.11 -0.17 -0.32  0.399
C23 -4.14 0.95 -0.08  0.201
F7 -4.56 -0.04 0.72  -0.301
C24 -4.95 2.04 -0.31  0.559
F8 -6.15 2.10 0.24  -0.298
C25 -4.49 3.08 -1.11  0.183
F9 -5.25 4.14 -1.33  -0.295
C26 -3.23 2.98 -1.67  0.421
F10 -2.80 4.00 -2.42  -0.383
C27 -1.12 2.49 -4.26  -0.409
C28 -1.84 1.60 -5.03  0.426
F11 -2.22 0.42 -4.50  -0.102
C29 -2.19 1.85 -6.34  -0.247
F12 -2.88 0.95 -7.05  -0.289
C30 -1.83 3.06 -6.92  0.747
F13 -2.15 3.32 -8.17  -0.283
C31 -1.12 3.99 -6.17  -0.015
F14 -0.78 5.15 -6.71  -0.275
C32 -0.78 3.69 -4.86  0.619
F15 -0.12 4.64 -4.18  -0.292
C33 2.24 -4.37 -1.41  -1.032
Si2 2.05 -2.77 -2.35  1.176
C34 3.61 -1.76 -2.37  -1.064
C35 1.46 -3.13 -4.09  -1.046
H34 2.87 -5.05 -1.99  0.393
H35 1.29 -4.86 -1.23  0.315
H36 2.72 -4.19 -0.44  0.246
H37 4.45 -2.39 -2.68  0.394
H38 3.83 -1.37 -1.37  0.279
H39 3.54 -0.92 -3.06  0.307
H40 2.23 -3.71 -4.61  0.425
H41 1.29 -2.21 -4.66  0.250
H42 0.55 -3.72 -4.08  0.178

The electronic energy is -7103.12980 hartree. The calculation puts the largest force on an atom at 0.982 eV/Å. Its charge is +1.



2.
Formula: C35H42N2O4
Source: the Open Molecules 2025 dataset
Level of theory: ωB97M-V/def2-TZVPD

Each line ends with the Mulliken charge.
Atoms and positions in Å:
C1 -3.59 -1.57 1.87  -2.350
C2 -2.35 -0.65 1.87  2.819
C3 -2.37 0.23 0.62  -1.799
C4 -2.40 0.24 3.12  -1.575
C5 -1.05 -1.45 1.89  -0.423
C6 0.19 -0.72 1.91  0.675
O1 0.19 0.52 1.95  -1.068
C7 1.43 -1.46 1.88  -0.273
C8 2.73 -0.66 1.87  2.940
C9 3.96 -1.58 1.85  -2.316
C10 2.79 0.23 3.12  -1.858
C11 2.75 0.22 0.61  -1.836
C12 1.39 -2.83 1.85  -0.272
C13 0.18 -3.52 1.84  -1.755
C14 -1.02 -2.82 1.86  -0.174
H1 -3.61 -2.21 2.75  0.421
H2 -4.50 -0.97 1.86  0.424
H3 -3.60 -2.20 0.98  0.451
H4 -1.53 0.92 0.62  0.311
H5 -2.31 -0.38 -0.28  0.349
H6 -3.29 0.82 0.57  0.438
H7 -1.56 0.93 3.13  0.139
H8 -3.32 0.82 3.15  0.473
H9 -2.35 -0.36 4.03  0.356
H10 3.97 -2.22 0.97  0.466
H11 4.88 -0.99 1.85  0.412
H12 3.98 -2.22 2.73  0.434
H13 1.95 0.92 3.12  0.263
H14 2.73 -0.38 4.02  0.424
H15 3.71 0.80 3.14  0.450
H16 1.90 0.90 0.61  0.311
H17 3.67 0.81 0.56  0.458
H18 2.69 -0.40 -0.29  0.362
H19 2.30 -3.39 1.83  0.502
H20 0.18 -4.59 1.82  0.300
H21 -1.93 -3.38 1.84  0.501
C15 -5.47 7.04 5.63  -1.012
O2 -4.82 7.31 4.41  -0.387
C16 -5.44 6.79 3.27  0.748
C17 -6.75 6.30 3.25  -0.615
C18 -7.31 5.84 2.07  -1.369
C19 -6.59 5.86 0.90  -0.601
C20 -5.29 6.35 0.87  0.564
O3 -4.50 6.44 -0.29  -0.358
C21 -5.13 6.03 -1.48  -0.950
C22 -4.71 6.79 2.07  0.600
N1 -3.36 7.28 2.07  0.541
C23 -2.28 6.83 2.82  -0.033
C24 -2.22 5.59 3.58  0.899
C25 -1.14 5.40 4.50  -1.197
C26 -0.69 4.17 4.86  -0.171
C27 0.53 3.93 5.59  0.883
C28 1.08 2.64 5.61  -0.267
C29 2.28 2.39 6.23  -0.629
C30 2.96 3.42 6.87  -0.417
C31 2.43 4.70 6.88  -0.719
C32 1.24 4.96 6.24  -0.444
O4 -3.04 4.68 3.37  -0.693
N2 -1.21 7.67 2.50  0.169
C33 0.18 7.55 2.92  -0.988
C34 -1.63 8.57 1.54  -0.813
C35 -2.94 8.34 1.28  -0.203
H22 -4.84 7.39 6.44  0.264
H23 -6.43 7.56 5.67  0.346
H24 -5.62 5.96 5.73  0.434
H25 -7.34 6.30 4.15  0.382
H26 -8.33 5.49 2.07  0.397
H27 -7.06 5.51 -0.01  0.421
H28 -4.43 6.18 -2.30  0.262
H29 -5.40 4.98 -1.43  0.376
H30 -6.02 6.64 -1.66  0.391
H31 -0.61 6.27 4.84  0.627
H32 -1.21 3.32 4.46  0.522
H33 0.58 1.85 5.08  0.428
H34 2.70 1.40 6.21  0.388
H35 3.89 3.22 7.37  0.399
H36 2.96 5.50 7.37  0.393
H37 0.84 5.96 6.26  0.358
H38 0.83 8.12 2.25  0.352
H39 0.31 7.94 3.92  0.353
H40 0.50 6.51 2.88  0.444
H41 -0.99 9.29 1.07  0.445
H42 -3.53 8.82 0.52  0.496

The electronic energy is -1769.21671 hartree. The calculation puts the largest force on an atom at 3.627 eV/Å.



3.
Formula: C35H42N3O15S2
Source: the Open Molecules 2025 dataset
Level of theory: ωB97M-V/def2-TZVPD

Each line ends with the Mulliken charge.
Atoms and positions in Å:
C1 0.20 1.15 1.06  -0.070
N1 0.04 1.78 -0.29  0.262
C2 -1.30 2.26 -0.64  -1.174
C3 -1.03 2.78 -2.07  0.563
N2 0.35 2.64 -2.48  0.378
C4 0.99 3.02 -3.78  -0.664
C5 0.37 4.33 -4.48  -0.562
C6 -0.98 3.97 -5.32  -0.224
S1 -2.00 5.49 -5.62  -0.114
C7 -3.80 5.12 -5.47  -0.085
S2 -4.66 4.84 -6.89  -0.044
N3 -4.58 5.07 -4.20  0.208
C8 -4.63 3.72 -3.61  0.589
C9 -5.44 3.57 -2.26  -0.347
C10 -5.62 2.25 -1.49  -0.477
C11 -4.96 0.95 -2.06  -0.536
C12 -4.20 1.08 -3.41  -0.642
C13 -4.02 2.42 -4.21  -0.071
C14 -4.18 6.11 -3.23  -0.390
C15 -5.22 7.26 -2.98  -0.293
C16 -4.93 8.38 -1.95  -0.440
C17 -3.58 8.39 -1.15  -0.393
C18 -2.49 7.28 -1.38  -0.646
C19 -2.86 6.16 -2.42  0.372
C20 0.98 2.01 -1.35  -0.157
H1 0.13 1.92 1.89  0.298
H2 -0.66 0.38 1.17  0.305
H3 1.21 0.58 1.10  -0.407
H4 -2.27 2.26 -0.04  0.383
H5 -1.92 3.20 -2.64  0.075
H6 2.12 3.15 -3.64  0.398
H7 0.85 2.11 -4.49  0.284
H8 0.16 5.09 -3.65  0.252
H9 1.14 4.71 -5.24  0.423
H10 -0.59 3.56 -6.33  0.404
H11 -1.50 3.15 -4.73  0.045
H12 -5.93 4.52 -1.83  0.299
H13 -6.20 2.24 -0.50  0.347
H14 -5.07 -0.01 -1.47  0.388
H15 -3.75 0.12 -3.84  0.320
H16 -3.44 2.47 -5.20  0.439
H17 -6.22 7.24 -3.54  0.372
H18 -5.72 9.19 -1.77  0.331
H19 -3.45 9.26 -0.41  0.311
H20 -1.49 7.28 -0.81  0.323
H21 -2.10 5.34 -2.59  0.112
H22 2.06 1.69 -1.23  0.343
C21 4.03 -1.90 -0.53  -0.531
C22 4.28 -0.49 -0.95  -0.382
O1 3.56 0.26 0.02  -0.322
C23 3.45 -0.52 1.13  0.431
O2 3.04 -0.14 2.20  -0.615
O3 3.85 -1.79 0.87  -0.043
H23 4.88 -2.56 -0.77  0.358
H24 3.13 -2.32 -0.97  0.437
H25 5.33 -0.21 -0.90  0.253
H26 3.90 -0.28 -1.96  0.351
C24 -1.44 -1.42 3.76  -0.294
C25 -2.44 -2.32 4.43  -0.239
O4 -3.63 -2.10 3.67  -0.317
C26 -3.24 -1.65 2.45  0.570
O5 -3.98 -1.52 1.51  -0.541
O6 -1.91 -1.36 2.42  -0.225
H27 -0.43 -1.82 3.80  0.273
H28 -1.45 -0.41 4.18  0.289
H29 -2.17 -3.37 4.36  0.149
H30 -2.60 -2.06 5.48  0.323
C27 4.41 -3.12 3.79  0.128
C28 4.52 -1.74 4.36  0.025
O7 4.34 -1.95 5.76  -0.343
C29 4.69 -3.24 6.01  0.534
O8 4.82 -3.71 7.11  -0.525
O9 4.87 -3.94 4.85  -0.361
H31 5.02 -3.25 2.90  0.201
H32 3.37 -3.39 3.56  0.029
H33 5.50 -1.29 4.19  0.214
H34 3.75 -1.06 3.98  0.103
C30 3.93 -6.43 0.84  -0.013
C31 4.47 -6.97 -0.45  -0.465
O10 3.74 -6.25 -1.43  -0.331
C32 3.32 -5.10 -0.85  0.519
O11 2.82 -4.18 -1.45  -0.593
O12 3.54 -5.10 0.49  -0.168
H35 4.68 -6.41 1.63  0.325
H36 3.05 -6.97 1.19  0.106
H37 5.54 -6.76 -0.58  0.254
H38 4.31 -8.04 -0.55  0.336
C33 0.07 -6.38 3.74  -0.283
C34 0.80 -5.83 4.93  -0.113
O13 1.90 -6.72 5.07  -0.322
C35 2.11 -7.29 3.85  0.690
O14 3.07 -7.96 3.58  -0.535
O15 1.11 -6.99 2.98  -0.345
H39 -0.43 -5.60 3.16  0.233
H40 -0.66 -7.14 4.02  0.278
H41 1.18 -4.82 4.76  0.053
H42 0.19 -5.83 5.83  0.359

The electronic energy is -3447.52685 hartree. The calculation puts the largest force on an atom at 7.083 eV/Å. Its charge is +1.



Question: electronic energy of number 3 (C35H42N3O15S2)?
Answer: -3447.52685 hartree



Question: Among the records above, which one has the lowest electronic energy?
Answer: C35H42F15GeO4RuS3Si2